No. 1
Density functional theory data (wB97M-V/def2-TZVPD) for a gas-phase ion, C10H14NO (charge +1).

Values from the calculation:
Net charge ... +1
SMILES ... OC1([n+]2ccccc2)CCCC1
Orbital gap ... 10.015 eV
E ... -519.13331 Eh
Relative energy (zero: lowest compared OMol25 entry of this formula, charge and spin) ... 54.1 kcal/mol
HOMO energy ... -14.3374 eV

Each line ends with the natural charge from an NBO analysis.
Cartesian coordinates (Å):
C (-1.339, -3.617, 0.754)  -0.087
C (0.002, -3.273, 0.631)  -0.234
C (-2.304, -2.548, 0.806)  -0.214
C (0.365, -1.961, 0.545)  0.104
C (-1.826, -1.274, 0.511)  0.088
C (0.080, 2.223, -1.221)  -0.394
C (1.430, 2.141, -0.476)  -0.406
C (-0.432, 0.745, -1.096)  -0.500
C (1.454, 0.898, 0.435)  -0.420
C (-0.055, 0.433, 0.283)  0.443
N (-0.525, -0.999, 0.511)  -0.283
O (-0.775, 1.221, 1.290)  -0.733
H (-1.509, -4.733, 0.829)  0.270
H (0.897, -3.862, 0.551)  0.258
H (-3.395, -2.585, 0.769)  0.269
H (1.344, -1.703, 0.445)  0.226
H (-2.374, -0.376, 0.349)  0.251
H (-0.449, 2.957, -0.608)  0.225
H (0.342, 2.669, -2.126)  0.234
H (2.293, 2.173, -1.265)  0.221
H (1.640, 2.963, 0.094)  0.229
H (-1.508, 0.824, -1.256)  0.246
H (0.247, 0.296, -1.900)  0.262
H (2.163, 0.060, -0.004)  0.215
H (1.482, 0.986, 1.554)  0.238
H (-0.675, 0.858, 2.209)  0.492


No. 2
Density functional theory data (wB97M-V/def2-TZVPD) for a molecular structure, C10H14NO14P2PtS.

Values from the calculation:
Net charge ... +1
Orbital gap (spin up / spin down) ... 8.810 / 7.385 eV
E ... -2697.65818 Eh
Relative energy (zero: lowest compared OMol25 entry of this formula, charge and spin) ... 43.0 kcal/mol
HOMO energy (spin up / spin down) ... -12.9645 / -13.7019 eV
<S²> ... 6.01
2S+1 ... 5

Each line ends with the natural charge from an NBO analysis.
Cartesian coordinates (Å):
Pt (-0.258, 0.354, -0.835)  1.725
O (-0.026, -1.771, -4.658)  -0.622
C (0.061, -1.222, -3.467)  0.791
O (-0.891, -0.828, -2.814)  -0.579
C (1.449, -1.130, -2.937)  0.079
C (2.565, -1.727, -3.473)  -0.166
C (3.762, -1.622, -2.765)  -0.125
C (3.794, -0.955, -1.553)  -0.163
C (2.629, -0.368, -1.096)  0.116
N (1.509, -0.450, -1.798)  -0.450
C (2.448, 0.273, 0.260)  0.807
O (3.189, -0.063, 1.172)  -0.621
O (1.433, 1.078, 0.353)  -0.750
H (-0.954, -1.804, -4.931)  0.525
H (2.493, -2.272, -4.404)  0.262
H (4.659, -2.089, -3.151)  0.251
H (4.692, -0.886, -0.953)  0.266
C (-1.332, -0.172, 4.137)  -0.685
C (-0.836, 0.022, 2.713)  -0.148
O (-0.251, 1.212, 2.587)  -0.560
P (0.315, -1.361, 2.077)  2.392
O (1.620, -1.009, 2.829)  -0.990
O (-0.194, -2.660, 2.779)  -0.966
O (0.412, -1.439, 0.598)  -1.129
P (-2.563, -0.210, 1.458)  2.363
O (-2.968, -1.640, 2.067)  -1.000
O (-3.431, 0.880, 1.906)  -0.968
O (-2.054, -0.506, 0.054)  -1.055
H (-0.534, 0.151, 4.805)  0.261
H (-1.596, -1.200, 4.347)  0.247
H (-2.197, 0.469, 4.310)  0.266
H (0.192, 1.353, 1.717)  0.539
H (2.341, -0.612, 2.261)  0.533
H (-0.881, -3.147, 2.291)  0.542
H (-3.889, -1.642, 2.383)  0.537
C (-1.907, 4.296, -1.013)  -0.892
S (-1.857, 2.552, -1.070)  2.358
O (-3.154, 2.026, -1.326)  -0.893
O (-0.812, 2.149, -2.073)  -0.948
O (-1.215, 2.100, 0.233)  -0.961
H (-1.988, 4.649, -2.042)  0.271
H (-0.988, 4.650, -0.546)  0.264
H (-2.787, 4.573, -0.432)  0.275


No. 3
Density functional theory data (wB97M-V/def2-TZVPD) for a molecular structure, C10H14NO14P2PtS.

Values from the calculation:
Net charge ... +1
Orbital gap (spin up / spin down) ... 7.302 / 7.892 eV
E ... -2697.72665 Eh
Relative energy (zero: lowest compared OMol25 entry of this formula, charge and spin) ... 0.0 kcal/mol
HOMO energy (spin up / spin down) ... -11.3205 / -13.3580 eV
<S²> ... 6.01
2S+1 ... 5

Each line ends with the natural charge from an NBO analysis.
Cartesian coordinates (Å):
Pt (-0.210, -0.124, -0.434)  1.714
O (-0.834, -3.976, 1.341)  -0.611
C (-0.651, -2.971, 0.526)  0.808
O (-1.300, -1.938, 0.548)  -0.603
C (0.437, -3.139, -0.474)  0.066
C (1.059, -4.320, -0.800)  -0.165
C (2.012, -4.295, -1.820)  -0.129
C (2.302, -3.104, -2.455)  -0.161
C (1.646, -1.953, -2.041)  0.114
N (0.738, -1.990, -1.081)  -0.434
C (1.889, -0.591, -2.613)  0.741
O (2.593, -0.416, -3.573)  -0.551
O (1.256, 0.364, -1.971)  -0.692
H (-1.456, -3.712, 2.044)  0.533
H (0.797, -5.231, -0.280)  0.260
H (2.515, -5.207, -2.112)  0.250
H (3.024, -3.026, -3.257)  0.271
C (-0.486, 4.314, -0.722)  -0.706
C (-0.306, 2.881, -1.074)  -0.039
O (0.522, 2.086, -0.289)  -0.698
P (-1.170, 2.073, -2.372)  2.340
O (-2.518, 2.877, -2.480)  -0.968
O (-0.468, 2.395, -3.747)  -0.966
O (-1.361, 0.582, -2.177)  -1.080
P (-1.577, 1.451, 1.984)  2.558
O (-2.970, 1.894, 2.546)  -0.965
O (-0.447, 2.376, 2.233)  -1.150
O (-1.810, 0.956, 0.573)  -1.115
H (0.173, 4.958, -1.315)  0.253
H (-0.250, 4.472, 0.331)  0.246
H (-1.511, 4.636, -0.903)  0.258
H (0.386, 2.346, 0.666)  0.547
H (-3.259, 2.364, -2.826)  0.537
H (0.326, 1.863, -3.907)  0.536
H (-2.922, 2.469, 3.320)  0.529
C (0.970, 0.265, 4.227)  -0.894
S (0.103, -0.616, 2.998)  2.422
O (-0.121, -1.967, 3.391)  -0.918
O (-1.303, 0.074, 2.917)  -0.978
O (0.765, -0.374, 1.718)  -0.998
H (0.524, 0.004, 5.185)  0.271
H (0.890, 1.328, 4.003)  0.289
H (2.004, -0.073, 4.171)  0.274


No. 4
Density functional theory data (wB97M-V/def2-TZVPD) for 2 unconnected molecules or ions with the total composition C10H14NO2.

Values from the calculation:
Net charge ... +1
Orbital gap ... 9.055 eV
E ... -594.40932 Eh
Relative energy (zero: lowest compared OMol25 entry of this formula, charge and spin) ... 34.1 kcal/mol
HOMO energy ... -13.1341 eV

Each line ends with the natural charge from an NBO analysis.
Cartesian coordinates (Å):
C (-0.968, 0.991, 3.327)  -0.109
C (-1.039, -0.407, 3.193)  -0.197
C (-0.665, 1.757, 2.251)  -0.203
C (-0.993, -0.953, 1.945)  -0.110
C (-0.543, 1.168, 0.982)  0.083
C (-0.744, -0.194, 0.827)  -0.231
C (-0.427, 1.956, -0.313)  -0.449
C (0.537, 1.128, -1.119)  -0.224
C (-0.621, -0.784, -0.516)  0.752
C (0.210, -0.524, -2.923)  -0.417
N (-0.166, -0.060, -1.551)  -0.337
O (1.692, -1.976, -0.017)  -0.956
O (-0.925, -2.042, -0.800)  -0.624
H (-1.120, 1.359, 4.277)  0.230
H (-1.229, -0.946, 4.018)  0.228
H (-0.638, 2.763, 2.248)  0.224
H (-1.208, -2.091, 1.795)  0.193
H (-1.395, 2.090, -0.977)  0.251
H (-0.016, 3.067, -0.050)  0.252
H (0.997, 1.705, -2.024)  0.237
H (1.330, 0.813, -0.532)  0.216
H (1.166, -0.298, -3.263)  0.235
H (0.018, -1.548, -2.886)  0.226
H (-0.549, -0.293, -3.699)  0.243
H (1.287, -2.705, -0.585)  0.482
H (2.590, -1.984, -0.158)  0.485
H (-1.086, -2.527, 0.034)  0.519


No. 5
Density functional theory data (wB97M-V/def2-TZVPD) for a gas-phase ion, C10H14NS (charge +1).

Values from the calculation:
Net charge ... +1
SMILES ... C[C@@]1(S)[NH2+]CCc2ccccc21
Orbital gap ... 9.807 eV
E ... -842.16924 Eh
Relative energy (zero: lowest compared OMol25 entry of this formula, charge and spin) ... 0.0 kcal/mol
HOMO energy ... -12.8445 eV

Each line ends with the natural charge from an NBO analysis.
Cartesian coordinates (Å):
C (2.240, -1.822, -1.339)  -0.169
C (1.935, -2.267, -0.062)  -0.187
C (1.542, -0.759, -1.879)  -0.182
C (0.932, -1.648, 0.657)  -0.176
C (0.532, -0.126, -1.165)  -0.020
C (0.222, -0.580, 0.115)  -0.128
C (-0.209, 1.024, -1.796)  -0.447
C (-0.849, 1.906, -0.739)  -0.224
C (-0.854, 0.055, 0.964)  0.052
C (-0.284, 0.770, 2.176)  -0.651
N (-1.667, 1.035, 0.142)  -0.528
S (-2.079, -1.254, 1.459)  0.031
H (3.018, -2.302, -1.910)  0.235
H (2.473, -3.094, 0.371)  0.235
H (1.777, -0.408, -2.872)  0.225
H (0.682, -2.008, 1.643)  0.229
H (0.479, 1.617, -2.398)  0.258
H (-0.975, 0.635, -2.475)  0.228
H (-0.088, 2.400, -0.134)  0.230
H (-1.490, 2.665, -1.190)  0.241
H (-1.062, 1.280, 2.743)  0.220
H (0.476, 1.491, 1.881)  0.236
H (0.197, 0.049, 2.832)  0.263
H (-2.244, 1.594, 0.780)  0.443
H (-2.304, 0.479, -0.446)  0.447
H (-2.398, -0.731, 2.643)  0.139


No. 6
Density functional theory data (wB97M-V/def2-TZVPD) for a molecular structure, C10H14O5PtS.

Values from the calculation:
Net charge ... +2
Orbital gap (spin up / spin down) ... 10.275 / 6.665 eV
E ... -1282.35777 Eh
HOMO energy (spin up / spin down) ... -16.9101 / -17.6921 eV
<S²> ... 6.01
2S+1 ... 5

Each line ends with the natural charge from an NBO analysis.
Cartesian coordinates (Å):
Pt (-0.986, -0.449, -0.916)  1.103
O (0.538, 3.296, 0.478)  -0.050
C (0.383, 2.111, 0.024)  0.739
O (-0.615, 1.731, -0.586)  -0.619
C (1.634, 1.275, 0.316)  -0.324
C (1.997, 0.462, -0.953)  0.092
C (3.411, -0.087, -0.835)  -0.434
C (3.238, -1.207, 0.221)  -0.438
C (1.750, -1.129, 0.532)  0.107
O (1.178, -0.736, -0.756)  -0.569
C (1.444, 0.133, 1.379)  -0.335
C (0.023, -0.010, 1.938)  0.739
O (0.006, 0.316, 3.175)  -0.050
O (-0.954, -0.419, 1.316)  -0.620
H (2.441, 1.941, 0.618)  0.296
H (1.734, 0.930, -1.898)  0.258
H (3.729, -0.489, -1.794)  0.267
H (4.121, 0.685, -0.543)  0.252
H (3.477, -2.184, -0.192)  0.267
H (3.843, -1.062, 1.114)  0.252
H (1.276, -2.045, 0.874)  0.256
H (2.145, 0.257, 2.203)  0.297
C (-3.902, 1.017, -0.490)  -0.748
S (-3.203, -0.309, -1.489)  0.436
C (-4.018, -1.756, -0.785)  -0.749
H (-3.740, 0.820, 0.567)  0.248
H (-4.965, 1.064, -0.717)  0.273
H (-3.424, 1.945, -0.796)  0.266
H (-5.080, -1.653, -1.004)  0.273
H (-3.849, -1.811, 0.288)  0.250
H (-3.633, -2.638, -1.292)  0.266


Please write out number 1 again, unchanged.
Density functional theory data (wB97M-V/def2-TZVPD) for a gas-phase ion, C10H14NO (charge +1).

Values from the calculation:
Net charge ... +1
SMILES ... OC1([n+]2ccccc2)CCCC1
Orbital gap ... 10.015 eV
E ... -519.13331 Eh
Relative energy (zero: lowest compared OMol25 entry of this formula, charge and spin) ... 54.1 kcal/mol
HOMO energy ... -14.3374 eV

Each line ends with the natural charge from an NBO analysis.
Cartesian coordinates (Å):
C (-1.339, -3.617, 0.754)  -0.087
C (0.002, -3.273, 0.631)  -0.234
C (-2.304, -2.548, 0.806)  -0.214
C (0.365, -1.961, 0.545)  0.104
C (-1.826, -1.274, 0.511)  0.088
C (0.080, 2.223, -1.221)  -0.394
C (1.430, 2.141, -0.476)  -0.406
C (-0.432, 0.745, -1.096)  -0.500
C (1.454, 0.898, 0.435)  -0.420
C (-0.055, 0.433, 0.283)  0.443
N (-0.525, -0.999, 0.511)  -0.283
O (-0.775, 1.221, 1.290)  -0.733
H (-1.509, -4.733, 0.829)  0.270
H (0.897, -3.862, 0.551)  0.258
H (-3.395, -2.585, 0.769)  0.269
H (1.344, -1.703, 0.445)  0.226
H (-2.374, -0.376, 0.349)  0.251
H (-0.449, 2.957, -0.608)  0.225
H (0.342, 2.669, -2.126)  0.234
H (2.293, 2.173, -1.265)  0.221
H (1.640, 2.963, 0.094)  0.229
H (-1.508, 0.824, -1.256)  0.246
H (0.247, 0.296, -1.900)  0.262
H (2.163, 0.060, -0.004)  0.215
H (1.482, 0.986, 1.554)  0.238
H (-0.675, 0.858, 2.209)  0.492